Computed, not measured: the molecule C22H27N3O2, with wB97M-V/def2-TZVPD.

Orbital gap: 8.21 eV
Molecular weight: 365.48 g/mol
Net charge: 0
Energy relative to the best compared isomer or geometry (same formula, charge and spin): 171.1 kJ/mol
SMILES: Cc1ccc([C@@H]2Nc3ccccc3C(=O)N2CCCN2CCOCC2)cc1
HOMO level: -7.6202 eV

Geometry (Å):
C  -1.65  -5.06  -1.47
C  -1.55  -3.78  -0.70
C  -1.51  -2.55  -1.34
C  -1.41  -1.37  -0.62
C  -1.34  -1.40  0.77
C  -1.26  -0.12  1.59
N  -2.55  0.54  1.65
C  -2.94  1.31  0.58
C  -4.28  1.55  0.29
C  -4.62  2.37  -0.77
C  -3.64  2.98  -1.54
C  -2.31  2.76  -1.24
C  -1.95  1.93  -0.19
C  -0.53  1.76  0.16
O  0.36  2.46  -0.30
N  -0.26  0.80  1.09
C  1.09  0.64  1.59
C  1.79  -0.62  1.08
C  1.98  -0.64  -0.46
N  3.20  -0.12  -1.02
C  4.42  -0.87  -0.87
C  5.32  -0.36  0.27
O  5.56  1.02  0.14
C  4.35  1.75  0.15
C  3.43  1.31  -1.00
C  -1.40  -2.63  1.42
C  -1.50  -3.80  0.69
H  -0.74  -5.64  -1.34
H  -1.79  -4.86  -2.53
H  -2.48  -5.66  -1.12
H  -1.55  -2.50  -2.42
H  -1.37  -0.43  -1.14
H  -0.98  -0.38  2.62
H  -3.28  -0.02  2.08
H  -5.04  1.08  0.89
H  -5.66  2.55  -0.99
H  -3.92  3.62  -2.36
H  -1.52  3.23  -1.82
H  1.06  0.63  2.68
H  1.63  1.54  1.27
H  2.76  -0.70  1.57
H  1.21  -1.49  1.37
H  1.16  -0.09  -0.91
H  1.90  -1.68  -0.79
H  4.19  -1.93  -0.71
H  4.99  -0.77  -1.81
H  6.30  -0.84  0.22
H  4.87  -0.57  1.25
H  4.62  2.80  0.03
H  3.85  1.61  1.12
H  2.48  1.84  -0.96
H  3.93  1.57  -1.95
H  -1.35  -2.67  2.50
H  -1.54  -4.75  1.21